(1)
{"formula": "C14H32BCl16N", "method": "ωB97M-V/def2-TZVPD", "species": ["Cl", "Cl", "Cl", "Cl", "Cl", "Cl", "Cl", "Cl", "Cl", "Cl", "Cl", "Cl", "Cl", "Cl", "Cl", "Cl", "N", "C", "C", "C", "C", "C", "C", "C", "C", "C", "C", "C", "C", "C", "C", "B", "H", "H", "H", "H", "H", "H", "H", "H", "H", "H", "H", "H", "H", "H", "H", "H", "H", "H", "H", "H", "H", "H", "H", "H", "H", "H", "H", "H", "H", "H", "H", "H"], "positions_angstrom": [[-1.237, 6.244, 0.254], [0.376, -1.753, 0.000], [-5.233, 1.045, -3.695], [-6.037, 1.714, 0.033], [-4.566, 4.380, 3.756], [-3.923, -1.889, 0.732], [-3.028, 7.619, -1.635], [-1.002, 3.307, 2.468], [-2.817, 1.493, 1.083], [1.605, 1.213, 1.537], [-8.963, 1.782, 0.406], [-3.333, 3.255, -4.122], [-6.753, -2.479, 0.174], [-4.930, 6.368, 1.612], [-1.501, -1.711, -2.253], [4.444, 0.646, 2.046], [3.495, -2.166, -1.097], [-7.607, 1.079, -0.480], [-3.813, 5.262, 2.418], [-5.395, -2.692, 1.291], [-2.206, 6.113, -1.225], [5.004, -4.284, -0.439], [3.534, 0.297, -1.416], [-1.808, 1.739, 2.518], [-3.568, 1.503, -4.076], [-1.177, -1.159, -0.601], [2.794, 0.013, 2.076], [4.755, -4.139, 1.081], [4.373, -0.967, -1.201], [6.490, -4.085, -0.799], [5.375, -2.920, 1.772], [4.054, -3.460, -1.388], [4.823, -2.625, 2.669], [2.506, 0.121, -1.091], [6.405, -3.124, 2.078], [5.079, -1.095, -2.030], [-7.736, 1.302, -1.532], [2.749, -0.833, 1.395], [-2.957, 5.348, -1.066], [6.784, -3.031, -0.752], [-3.327, 1.104, -5.054], [6.727, -4.438, -1.807], [-2.987, 5.839, 2.810], [4.775, -5.331, -0.693], [2.555, -0.262, 3.095], [-7.568, 0.018, -0.277], [3.743, -3.960, -2.446], [3.671, -4.132, 1.255], [3.910, 1.147, -0.845], [5.135, -5.045, 1.567], [-1.146, -0.077, -0.604], [4.979, -0.866, -0.300], [-5.197, -3.753, 1.370], [-1.041, 0.973, 2.537], [-1.966, -1.533, 0.040], [-5.677, -2.254, 2.240], [5.399, -2.054, 1.113], [-1.533, 5.862, -2.035], [-3.475, 4.530, 1.695], [-2.925, 1.096, -3.307], [2.677, -1.972, -1.658], [-2.451, 1.708, 3.389], [3.508, 0.587, -2.470], [7.159, -4.620, -0.115]], "e_above_lowest_kcal_mol": 0.0, "multiplicity": 1}

=====

(2)
{"formula": "C14H32BrF9O10P3S", "method": "ωB97M-V/def2-TZVPD", "species": ["Br", "S", "P", "P", "P", "F", "F", "F", "F", "F", "F", "F", "F", "F", "O", "O", "O", "O", "O", "O", "O", "O", "O", "O", "C", "C", "C", "C", "C", "C", "C", "C", "C", "C", "C", "C", "C", "C", "H", "H", "H", "H", "H", "H", "H", "H", "H", "H", "H", "H", "H", "H", "H", "H", "H", "H", "H", "H", "H", "H", "H", "H", "H", "H", "H", "H", "H", "H", "H", "H"], "positions_angstrom": [[3.230, 1.686, -1.484], [-0.675, -4.380, -4.380], [3.489, -0.132, 3.399], [-0.218, 3.673, -1.340], [-2.566, -0.067, 5.341], [0.142, -1.794, -4.373], [-2.165, -2.183, -3.891], [-3.033, -2.556, -6.466], [-1.940, -4.341, -3.192], [-1.784, -5.035, -5.503], [-0.348, -5.989, -3.858], [0.675, -4.509, -5.419], [0.424, -3.815, -3.146], [-0.861, -3.023, -7.413], [-3.220, -0.699, 4.010], [3.352, -1.534, 2.621], [-3.099, 1.270, 5.751], [-0.985, -0.103, 5.028], [5.024, 0.278, 3.126], [3.495, -0.573, 4.948], [2.470, 0.903, 3.040], [-0.475, 2.048, -1.919], [-2.750, -1.245, 6.422], [1.466, 3.772, -1.887], [-4.069, 0.148, 3.260], [1.821, 2.541, -2.624], [2.050, -2.006, 2.347], [-1.554, -2.301, -6.323], [-2.184, 0.346, -5.789], [3.919, 0.391, 5.890], [-1.556, 0.966, -4.419], [5.264, 1.627, 2.775], [-1.040, -2.606, -4.809], [-0.007, 1.483, -4.500], [0.512, 1.600, -2.913], [-1.247, -0.684, -6.628], [-2.615, -0.908, 7.786], [-0.541, 0.596, 3.884], [2.225, 2.735, -3.730], [0.705, 0.464, -2.598], [3.568, 0.097, 6.882], [5.013, 0.435, 5.902], [4.755, 2.304, 3.467], [-0.508, 4.250, -2.654], [1.298, -1.527, 2.982], [-1.537, -0.550, -7.779], [-2.062, -1.702, 8.294], [0.535, 0.772, 3.971], [-3.593, 1.118, 3.086], [-1.050, 1.560, 3.791], [-3.610, -0.830, 8.230], [-2.080, 0.036, 7.924], [4.918, 1.809, 1.754], [3.514, 1.379, 5.649], [-0.094, -0.505, -6.572], [-2.211, 1.930, -4.157], [0.064, 2.571, -4.973], [-1.638, 0.278, -3.465], [0.749, 0.751, -5.011], [-4.268, -0.321, 2.295], [-5.014, 0.287, 3.793], [-2.420, 1.269, -6.509], [-3.246, -0.160, -5.597], [-0.728, -0.008, 2.990], [2.020, -3.085, 2.520], [0.071, 3.111, -0.034], [-1.675, 3.691, -1.183], [-0.262, 4.993, -0.746], [6.338, 1.816, 2.828], [1.818, -1.809, 1.298]], "e_above_lowest_kcal_mol": 170.7, "multiplicity": 1, "charge": -1}

=====

(3)
{"formula": "C14H32ClInN", "method": "ωB97M-V/def2-TZVPD", "species": ["In", "Cl", "N", "C", "C", "C", "C", "C", "C", "C", "C", "C", "C", "C", "C", "C", "C", "H", "H", "H", "H", "H", "H", "H", "H", "H", "H", "H", "H", "H", "H", "H", "H", "H", "H", "H", "H", "H", "H", "H", "H", "H", "H", "H", "H", "H", "H", "H", "H"], "positions_angstrom": [[-1.639, -0.619, -0.228], [-2.363, -1.340, 3.095], [-1.177, -4.923, -0.386], [1.131, 3.101, -0.270], [-1.673, -3.691, -1.121], [-3.183, 1.032, -0.554], [-2.550, 2.548, -0.505], [3.022, 1.255, -0.247], [-0.188, 3.821, -0.923], [-2.532, -2.692, -0.094], [-0.271, -0.036, 1.473], [0.553, -1.723, 3.334], [3.678, -0.098, -0.900], [1.804, 1.918, -1.183], [-1.301, 2.796, -1.555], [-0.645, -0.668, 2.936], [2.963, -1.504, -0.454], [4.799, -0.154, -0.498], [1.575, -1.131, 3.163], [-3.951, 0.946, 0.344], [2.340, 2.354, -2.153], [-3.421, 3.289, -0.833], [-0.752, -3.066, -1.481], [-0.603, -0.611, -1.738], [0.070, 4.684, -1.706], [0.571, -2.590, 2.517], [0.866, -0.308, 1.238], [-3.756, 0.785, -1.546], [-0.351, 1.146, 1.587], [-0.873, 1.792, -1.977], [-3.650, -2.726, -0.473], [-2.336, -3.990, -2.052], [3.613, -0.027, -2.067], [2.072, -1.827, -1.179], [-1.778, 3.363, -2.491], [2.511, 1.058, 0.806], [1.095, 1.023, -1.443], [0.926, 2.751, 0.849], [-0.807, -5.626, -1.063], [-0.400, -4.597, 0.255], [0.458, -2.132, 4.429], [2.603, -1.552, 0.658], [3.783, -2.360, -0.590], [1.959, 3.955, -0.170], [-0.562, 0.227, 3.722], [-2.485, -3.204, 0.957], [-2.267, 2.888, 0.603], [3.856, 2.073, -0.061], [-0.733, 4.390, -0.026]], "multiplicity": 1, "e_tot_ev": -34216.9513, "charge": -1}

=====

(4)
{"formula": "C14H32ClInOP", "method": "ωB97M-V/def2-TZVPD", "species": ["In", "Cl", "P", "O", "C", "C", "C", "C", "C", "C", "C", "C", "C", "C", "C", "C", "C", "C", "H", "H", "H", "H", "H", "H", "H", "H", "H", "H", "H", "H", "H", "H", "H", "H", "H", "H", "H", "H", "H", "H", "H", "H", "H", "H", "H", "H", "H", "H", "H", "H"], "positions_angstrom": [[1.248, 3.053, -1.826], [-0.023, 2.998, -3.930], [2.581, 0.859, -1.710], [2.059, 0.156, -0.239], [-1.481, -1.255, -2.105], [-2.080, 0.016, 0.508], [-2.687, -1.348, 0.209], [-0.626, 2.513, 2.259], [0.104, -3.029, -0.924], [-2.047, 0.353, 2.008], [4.206, 1.523, -1.123], [-0.235, 3.140, -0.211], [0.389, -2.808, 0.574], [-0.724, 0.985, 2.451], [-0.053, -1.743, -1.753], [0.389, 2.907, 1.170], [1.828, -3.120, 0.980], [-2.670, -1.752, -1.273], [-1.479, -0.163, -2.071], [0.491, -0.941, -1.246], [-0.392, 3.000, 3.211], [-2.870, 1.036, 2.245], [4.906, 0.700, -0.947], [-0.764, -3.684, -1.054], [-0.299, -3.389, 1.197], [-2.235, -0.557, 2.590], [-2.751, -2.842, -1.345], [-0.969, 2.354, -0.416], [2.486, -2.281, 0.746], [1.910, -3.316, 2.052], [1.124, 2.100, 1.099], [0.084, 0.517, 1.880], [0.193, -1.758, 0.807], [-1.607, 2.891, 1.946], [0.943, 3.803, 1.478], [-2.203, -2.109, 0.827], [-3.734, -1.327, 0.541], [-3.575, -1.364, -1.754], [4.615, 2.174, -1.900], [2.601, 0.454, 0.503], [-0.546, 0.728, 3.501], [4.109, 2.119, -0.208], [-2.683, 0.768, -0.016], [0.953, -3.581, -1.340], [2.366, 4.425, -1.876], [-1.071, 0.096, 0.094], [-1.690, -1.509, -3.149], [2.209, -3.998, 0.451], [-0.772, 4.094, -0.212], [0.470, -1.887, -2.700]], "multiplicity": 1, "e_tot_ev": -44071.8818, "charge": -1}

=====

(5)
{"formula": "C14H32F5N2O2PS", "method": "ωB97M-V/def2-TZVPD", "species": ["S", "P", "F", "F", "F", "F", "F", "O", "O", "N", "N", "C", "C", "C", "C", "C", "C", "C", "C", "C", "C", "C", "C", "C", "C", "H", "H", "H", "H", "H", "H", "H", "H", "H", "H", "H", "H", "H", "H", "H", "H", "H", "H", "H", "H", "H", "H", "H", "H", "H", "H", "H", "H", "H", "H", "H", "H"], "positions_angstrom": [[-4.044, 1.344, 2.755], [-2.309, 2.462, 2.266], [-5.536, 2.231, 0.810], [-7.058, 3.990, 2.291], [-4.926, 4.408, 2.201], [-6.647, 1.359, 2.472], [-5.798, 3.597, 4.030], [-4.086, 1.274, 4.190], [-3.946, 0.093, 2.063], [4.057, -1.340, 1.194], [-0.956, 0.744, -1.721], [-3.418, 0.734, -1.951], [-0.759, -1.230, -3.341], [4.186, -1.642, -0.220], [2.799, -0.743, 1.603], [0.860, 1.713, -3.247], [-2.097, 1.367, -2.361], [4.534, -2.365, 2.101], [0.272, 1.510, -1.846], [5.985, -2.751, 1.852], [3.518, -2.917, -0.751], [1.555, -1.637, 1.647], [-5.618, 2.147, 2.151], [-5.851, 3.573, 2.697], [-0.833, -0.690, -1.907], [-2.446, 3.016, 0.984], [4.457, -1.971, 3.118], [-1.679, -1.170, -1.409], [1.649, 2.467, -3.205], [6.627, -1.870, 1.855], [-3.531, -0.280, -2.334], [-3.508, 0.700, -0.864], [3.730, -3.784, -0.124], [3.898, -3.138, -1.750], [-1.528, -0.799, -3.983], [-2.025, 1.364, -3.460], [1.196, -1.882, 0.648], [0.086, 2.497, -1.409], [5.252, -1.696, -0.457], [2.599, 0.114, 0.953], [3.820, -0.782, -0.786], [2.947, -0.317, 2.600], [-2.132, 3.495, 3.199], [0.745, -1.110, 2.156], [6.328, -3.423, 2.640], [0.043, -1.033, -1.350], [-4.248, 1.323, -2.343], [6.115, -3.271, 0.902], [-2.112, 2.418, -2.058], [-0.914, -2.311, -3.330], [1.030, 1.050, -1.205], [0.112, 2.064, -3.958], [0.212, -1.052, -3.800], [1.309, 0.802, -3.638], [3.914, -3.275, 2.073], [2.437, -2.812, -0.835], [1.730, -2.565, 2.191]], "multiplicity": 1, "e_tot_ev": -55821.2700}

=====

(6)
{"formula": "C14H32FN4O13S3", "method": "ωB97M-V/def2-TZVPD", "species": ["S", "S", "S", "F", "O", "O", "O", "O", "O", "O", "O", "O", "O", "O", "O", "O", "O", "N", "N", "N", "N", "C", "C", "C", "C", "C", "C", "C", "C", "C", "C", "C", "C", "C", "C", "H", "H", "H", "H", "H", "H", "H", "H", "H", "H", "H", "H", "H", "H", "H", "H", "H", "H", "H", "H", "H", "H", "H", "H", "H", "H", "H", "H", "H", "H", "H", "H"], "positions_angstrom": [[7.143, 1.910, 0.133], [-4.617, 1.029, 2.829], [-5.688, -1.526, -4.622], [-1.719, -3.842, 1.050], [8.709, 2.078, 0.484], [6.920, 2.361, -1.202], [-5.311, 1.456, 1.657], [6.718, 0.621, 0.590], [-3.191, 1.039, 2.925], [-5.221, 1.817, 4.101], [-1.101, -1.293, -1.412], [-4.621, -2.608, -4.060], [-5.152, -0.446, 3.221], [-5.406, -1.278, -5.997], [-6.984, -1.896, -4.155], [-5.171, -0.259, -3.758], [6.574, 3.026, 1.153], [4.152, 1.380, -1.038], [1.503, -2.312, -1.335], [2.627, 2.101, 0.590], [1.984, 2.064, -1.687], [-2.799, -1.701, 1.308], [2.748, 1.327, -0.668], [-0.753, -1.940, -0.171], [7.600, 3.370, 2.091], [2.203, -0.122, -0.323], [8.897, 3.228, 1.316], [-4.320, -0.720, -2.709], [-0.088, -0.309, -1.650], [-5.687, -0.429, 4.550], [0.407, -2.941, -0.527], [-6.189, 0.988, 4.755], [1.394, -0.817, -1.471], [-3.627, -1.944, -3.281], [-2.022, -2.679, 0.358], [4.301, 1.348, -2.039], [-3.252, -2.606, -2.504], [4.722, 0.710, -0.533], [1.460, -2.683, -2.290], [0.771, -3.511, 0.357], [-6.480, -1.167, 4.649], [9.755, 3.085, 1.970], [-4.879, -0.668, 5.247], [1.063, 2.325, -1.362], [9.071, 4.092, 0.672], [-6.271, 1.253, 5.806], [-4.947, -0.983, -1.853], [-2.806, -1.661, -3.945], [1.959, 1.597, -2.590], [-0.221, 0.019, -2.708], [7.554, 2.660, 2.920], [1.932, -0.566, -2.420], [1.692, 2.499, 0.667], [1.595, -0.071, 0.615], [-3.881, -1.947, 1.343], [-2.702, -0.668, 0.906], [-2.362, -1.681, 2.332], [-7.153, 1.142, 4.264], [-2.739, -2.936, -0.452], [7.449, 4.379, 2.469], [2.424, -2.587, -0.979], [3.264, 2.895, 0.529], [-0.065, -3.710, -1.187], [-0.222, 0.590, -1.003], [3.097, -0.758, -0.089], [-0.423, -1.183, 0.576], [-3.617, 0.058, -2.416]], "multiplicity": 1, "e_tot_ev": -82828.0551, "charge": 1}

=====

(7)
{"formula": "C14H32FeN4O6", "method": "ωB97M-V/def2-TZVPD", "species": ["Fe", "O", "O", "O", "O", "O", "O", "N", "N", "N", "N", "C", "C", "C", "C", "C", "C", "C", "C", "C", "C", "C", "C", "C", "C", "H", "H", "H", "H", "H", "H", "H", "H", "H", "H", "H", "H", "H", "H", "H", "H", "H", "H", "H", "H", "H", "H", "H", "H", "H", "H", "H", "H", "H", "H", "H", "H"], "positions_angstrom": [[-7.708, -1.576, 18.636], [-7.517, -1.676, 16.497], [-9.578, -2.536, 18.829], [-6.429, -3.234, 18.656], [-8.778, 0.330, 18.971], [-7.091, -1.628, 20.751], [-5.814, -0.522, 18.341], [-6.914, -2.722, 22.778], [-6.322, -2.924, 15.070], [-5.861, -5.474, 18.693], [-4.868, 1.308, 17.241], [-9.973, -0.104, 19.556], [-5.017, -2.789, 15.583], [-4.120, 2.590, 17.439], [-5.401, 0.940, 15.903], [-5.571, -4.125, 18.737], [-6.635, -2.670, 24.206], [-6.714, -1.683, 21.948], [-7.463, -2.381, 15.556], [-10.506, -1.481, 19.004], [-6.375, -3.813, 13.872], [-5.076, 0.488, 18.328], [-4.808, -6.407, 18.558], [-7.151, -5.938, 18.284], [-7.756, -3.844, 22.323], [-4.630, -6.741, 17.536], [-8.672, -3.974, 22.898], [-5.726, -2.159, 24.523], [-6.047, -4.807, 14.175], [-4.979, -2.132, 16.453], [-4.590, 0.883, 19.233], [-4.682, 3.419, 17.009], [-4.332, -2.466, 14.799], [-6.258, 0.300, 15.695], [-7.284, -4.814, 22.170], [-7.321, -3.791, 13.331], [-8.277, -2.672, 14.874], [-3.234, 2.506, 16.809], [-7.427, -6.922, 18.663], [-4.669, -3.735, 15.998], [-6.208, -0.804, 22.376], [-5.713, -3.453, 13.084], [-3.671, 2.791, 18.411], [-5.138, -7.276, 19.127], [-7.439, -2.208, 24.778], [-4.623, 0.602, 15.219], [-6.444, -3.661, 24.618], [-4.505, -3.861, 18.805], [-3.876, -6.080, 19.020], [-8.120, -3.650, 21.314], [-11.406, -1.809, 19.525], [-7.875, -5.247, 18.715], [-10.670, 0.716, 19.385], [-7.291, -5.903, 17.203], [-10.966, -1.309, 18.031], [-9.896, -0.070, 20.643], [-5.776, 1.883, 15.503]], "e_above_lowest_kcal_mol": 46.2, "multiplicity": 5, "s_squared": 6.014}

=====

(8)
{"formula": "C14H32KN5S2Sb", "method": "ωB97M-V/def2-TZVPD", "species": ["Sb", "K", "S", "S", "N", "N", "N", "N", "N", "C", "C", "C", "C", "C", "C", "C", "C", "C", "C", "C", "C", "C", "C", "H", "H", "H", "H", "H", "H", "H", "H", "H", "H", "H", "H", "H", "H", "H", "H", "H", "H", "H", "H", "H", "H", "H", "H", "H", "H", "H", "H", "H", "H", "H", "H"], "positions_angstrom": [[-0.358, 2.854, -0.160], [1.693, 0.412, 0.641], [1.160, 0.227, 3.468], [0.009, -1.842, -0.471], [0.264, -1.244, -3.032], [1.100, -2.438, 3.611], [3.872, 0.175, -0.468], [-1.821, -0.838, -2.064], [-0.876, -1.493, 3.537], [-1.084, 4.511, -1.333], [0.478, 4.036, 1.410], [-1.171, -2.905, 3.685], [1.667, -1.566, -2.920], [-2.724, -1.082, -0.963], [4.977, 0.161, -0.766], [0.444, -1.263, 3.527], [0.199, -3.566, 3.475], [6.349, 0.153, -1.148], [-2.216, 2.511, 0.863], [-0.247, -1.413, -4.378], [-2.173, 0.310, -2.880], [-1.899, -0.504, 3.692], [-0.536, -1.259, -1.942], [6.901, -0.556, -0.533], [-3.023, 2.367, 0.152], [2.089, -2.523, 3.454], [6.769, 1.150, -1.013], [-0.249, 5.129, -1.645], [-1.575, -3.099, 4.687], [-2.711, -0.704, 2.992], [-1.288, 0.741, -3.341], [-2.896, 0.054, -3.658], [-3.745, -0.910, -1.296], [-1.470, 0.476, 3.491], [0.422, -4.332, 4.222], [-2.440, 3.370, 1.489], [-1.317, -1.596, -4.358], [-2.125, 1.627, 1.487], [6.434, -0.135, -2.196], [-1.906, -3.220, 2.941], [2.202, -1.054, -3.719], [0.244, -2.278, -4.830], [0.726, 3.396, 2.252], [1.835, -2.642, -3.018], [2.065, -1.241, -1.961], [-0.239, 4.787, 1.728], [0.281, -4.004, 2.472], [-2.300, -0.509, 4.708], [-1.767, 5.103, -0.731], [-1.604, 4.152, -2.217], [-2.630, -2.117, -0.641], [-0.034, -0.539, -4.999], [-2.631, 1.071, -2.244], [-2.500, -0.430, -0.111], [1.377, 4.527, 1.055]], "multiplicity": 1, "e_tot_ev": -67016.4275, "charge": 1}